Record 1
ORCA calculation (the ωB97M-V functional and the def2-TZVPD basis) on a structure of composition C23H20ClNO3PRu in a non-equilibrium geometry.

```
50
Properties=species:S:1:pos:R:3:forces:R:3
C -0.988 -1.415 3.863 -0.4 -0.1 -1.6
C -0.621 -1.314 2.531 -1.1 -0.1 1.5
C 0.815 -1.599 2.404 0.2 -1.4 1.8
H -1.269 -1.165 1.664 0.2 0.3 0.4
C 1.277 -2.070 3.681 0.2 0.7 -0.6
C 0.183 -1.776 4.724 0.6 1.2 0.8
H 0.019 -2.367 5.626 0.1 -0.6 -0.6
H -1.973 -1.312 4.305 0.1 0.2 -0.3
H 1.347 -1.699 1.459 0.0 0.2 0.2
H 2.179 -2.642 3.877 -0.1 0.2 0.0
Ru 1.371 0.071 3.770 0.9 0.8 -1.5
Cl 2.349 1.078 2.102 0.3 0.5 -0.1
P -0.119 0.396 -1.005 0.5 0.2 0.9
C 1.212 -0.624 -1.724 0.0 -0.1 -0.5
C 1.039 -1.441 -2.855 0.4 0.1 0.4
H 0.128 -1.376 -3.450 0.2 0.0 0.2
C 2.036 -2.356 -3.202 0.1 0.0 0.1
H 1.889 -3.016 -4.056 0.1 0.2 0.2
C 3.206 -2.452 -2.444 -0.1 0.1 0.0
H 3.957 -3.207 -2.683 -0.2 0.3 0.0
C 3.408 -1.583 -1.366 0.0 -0.1 -0.2
H 4.319 -1.633 -0.779 0.0 0.0 -0.1
C 2.430 -0.663 -1.015 -0.5 -0.3 -0.2
H 2.581 -0.004 -0.160 0.0 -0.2 -0.3
C -1.693 -0.160 -1.679 -0.8 -0.3 -0.3
C -2.035 -1.529 -1.545 -0.3 0.7 0.1
H -1.264 -2.267 -1.316 -0.2 0.2 -0.1
C -3.369 -1.922 -1.643 0.0 0.1 0.0
H -3.630 -2.972 -1.503 0.0 0.3 -0.1
C -4.373 -0.975 -1.877 0.2 0.1 0.0
H -5.422 -1.281 -1.887 0.4 0.1 -0.1
C -4.029 0.367 -2.076 -0.1 -0.3 0.1
H -4.808 1.104 -2.266 0.2 -0.2 0.0
C -2.700 0.777 -1.992 0.3 -0.5 0.2
H -2.438 1.825 -2.130 -0.1 -0.2 0.1
C 0.190 2.100 -1.572 0.0 0.1 -0.2
C 0.730 2.373 -2.839 -0.1 0.4 0.4
H 0.872 1.569 -3.563 0.1 0.2 0.2
C 1.095 3.682 -3.164 -0.1 -0.1 0.1
H 1.561 3.888 -4.128 -0.2 0.0 0.2
C 0.873 4.721 -2.254 -0.1 -0.2 0.0
H 1.165 5.742 -2.514 -0.1 -0.4 0.1
C 0.286 4.449 -1.013 0.1 0.1 -0.1
H 0.092 5.256 -0.314 0.1 0.0 -0.1
C -0.038 3.145 -0.654 0.3 -0.3 -0.7
H -0.445 2.918 0.331 0.1 0.1 -0.2
O -1.673 0.316 6.492 1.9 0.2 0.6
N -0.534 0.329 6.917 -1.5 1.9 2.1
O 0.122 1.154 7.519 -1.4 -1.5 -1.4
O 0.689 -0.441 5.396 -0.1 -2.3 -1.4
```
Forces are in eV/Å.

* highest occupied orbital energy (spin up / spin down): -10.263 / -10.260 eV
* LUMO energy (spin up / spin down): -0.2237 / -0.2383 Eh
* total energy: -2064.81339 hartree
* total charge: +1
* M: 525.91 Da
* Kohn-Sham gap (spin up / spin down): 4.176 / 3.775 eV
* multiplicity: 5



Record 2
ORCA calculation (the ωB97M-V functional and the def2-TZVPD basis) on a structure of composition C23H20FMnN4O11Si in a non-equilibrium geometry.

```
61
Properties=species:S:1:pos:R:3:forces:R:3
Mn 0.189 0.226 -0.061 -0.1 1.4 1.3
O -2.318 1.570 -3.224 -0.3 -0.2 0.7
C -1.692 1.451 -2.030 3.1 0.9 -1.9
O -0.465 1.639 -1.962 -2.1 -0.2 0.0
C -2.488 1.124 -0.886 -1.0 -0.7 2.5
C -3.837 0.732 -0.927 0.9 0.3 -0.5
C -4.515 0.514 0.244 0.3 0.1 0.9
C -3.856 0.767 1.462 -0.1 -0.1 -0.8
C -2.506 1.082 1.434 -0.1 -0.1 -0.2
N -1.792 1.178 0.304 -1.0 0.6 -1.3
C -1.737 1.417 2.670 0.8 0.5 0.5
O -2.215 0.913 3.830 -0.3 0.0 0.1
O -0.763 2.120 2.665 -0.9 -0.2 0.0
H -1.642 1.776 -3.889 0.1 -0.1 0.2
H -4.309 0.597 -1.888 -0.1 0.0 -0.1
H -5.536 0.169 0.243 -0.1 0.1 -0.1
H -4.415 0.735 2.387 0.0 0.0 0.0
H -2.936 0.290 3.664 0.3 0.0 0.0
C 4.234 0.746 1.244 -0.6 0.5 0.0
Si 2.596 1.729 1.442 -0.2 -0.4 -0.2
C 2.179 2.767 -0.098 0.1 -0.4 0.4
C 2.729 2.956 2.906 0.0 -0.5 -0.5
N 1.253 0.599 1.578 0.8 0.5 0.5
C 1.074 -0.200 2.645 -0.1 -0.2 0.0
C 1.880 -0.216 3.805 -0.2 -0.1 -0.1
C 1.601 -1.028 4.878 0.0 -0.1 0.2
C 0.522 -1.898 4.875 -0.1 -0.1 0.1
C -0.278 -1.957 3.745 0.0 0.1 -0.2
C 0.015 -1.133 2.688 0.0 -0.2 0.1
F -0.779 -1.243 1.551 0.1 0.0 0.4
H 5.086 1.410 1.123 0.2 0.2 0.0
H 4.169 0.124 0.355 -0.1 0.0 -0.2
H 4.437 0.095 2.091 -0.1 0.0 0.2
H 2.421 3.817 0.033 0.0 0.3 0.1
H 1.106 2.690 -0.306 0.1 0.1 0.0
H 2.711 2.401 -0.969 0.0 -0.1 -0.2
H 3.314 3.815 2.598 0.2 0.3 -0.1
H 3.205 2.544 3.788 0.1 -0.1 0.2
H 1.742 3.303 3.190 -0.3 0.1 0.0
H 2.740 0.427 3.836 0.2 0.2 0.0
H 2.246 -0.993 5.744 0.1 0.0 0.1
H 0.309 -2.525 5.726 0.0 -0.1 0.1
H -1.110 -2.640 3.676 -0.1 -0.1 -0.1
O 3.041 -0.295 -2.822 0.0 -0.1 -0.4
C 1.978 -0.484 -2.249 0.4 0.1 0.2
O 1.773 -0.155 -1.023 1.3 -0.3 -1.0
C 0.852 -1.190 -2.982 0.0 0.0 -0.1
C 1.067 -1.603 -4.274 -0.1 -0.1 0.0
C 0.084 -2.307 -4.983 -0.4 0.4 1.5
C -1.133 -2.593 -4.381 0.0 -0.1 -0.2
C -1.386 -2.169 -3.087 1.3 0.4 -0.4
C -0.405 -1.429 -2.338 -0.2 -0.2 0.0
O -0.672 -0.992 -1.175 -1.1 -1.4 -1.2
N -2.662 -2.445 -2.534 -1.2 -0.4 0.5
O -2.900 -2.155 -1.369 -0.1 -0.2 -0.4
O -3.497 -2.979 -3.263 0.0 0.0 0.0
N 0.326 -2.733 -6.311 0.1 -0.4 -1.2
O -0.543 -3.395 -6.870 0.2 0.1 0.0
O 1.383 -2.423 -6.848 -0.3 -0.1 0.2
H 2.011 -1.394 -4.751 0.1 0.1 0.1
H -1.892 -3.146 -4.915 0.1 0.1 0.0
```
Forces are in eV/Å.

* highest occupied orbital energy (spin up / spin down): -4.095 / -4.613 eV
* LUMO energy (spin up / spin down): 0.0375 / 0.0431 Eh
* total energy: -3475.56087 hartree
* total charge: -1
* ΔE to the lowest compared entry with this formula, charge and spin: 1.556 eV
* M: 630.45 Da
* Kohn-Sham gap (spin up / spin down): 5.115 / 5.787 eV
* multiplicity: 6